one.
The following is a DFT calculation (ωB97M-V/def2-TZVPD) of a structure of composition C42H38Cl2NO6RuSSb2.

Each line ends with the Mulliken charge.
CARTESIAN COORDINATES (ANGSTROEM)
Ru -1.6726 -2.1918 -0.0168  0.3209
C -0.1459 1.7053 -2.5218  -1.2703
C 0.3981 0.5897 -3.4142  -0.5621
C 1.5182 -0.2312 -2.7658  -1.2018
Sb 0.9019 -1.9485 -1.5529  0.7119
C 2.7013 -2.0541 -0.4188  0.6605
C 2.6518 -2.4905 0.9026  -0.3445
C 3.8042 -2.4924 1.6782  -0.6033
C 5.0118 -2.0713 1.1392  -0.5220
C 5.0712 -1.6523 -0.1831  -0.7158
C 3.9181 -1.6416 -0.9572  -0.3556
C 1.3828 -3.3239 -3.1150  0.8568
C 0.9110 -3.0789 -4.4014  -0.3463
C 1.2090 -3.9447 -5.4458  -0.6672
C 1.9906 -5.0661 -5.2100  -0.4408
C 2.4634 -5.3184 -3.9293  -0.6614
C 2.1569 -4.4567 -2.8849  -0.6132
Sb -1.2576 0.9727 -0.8145  0.3552
C -1.8046 2.8867 -0.0133  0.2047
C -1.4392 4.1012 -0.5875  -0.3724
C -1.8029 5.3036 0.0073  -0.6822
C -2.5376 5.3036 1.1844  -0.5473
C -2.9028 4.0986 1.7688  -0.6156
C -2.5327 2.8996 1.1759  -0.2904
C -3.0284 0.6217 -1.9408  0.3956
C -3.2390 -0.8046 -2.3745  1.4179
C -4.4527 -0.9705 -3.2388  -0.8831
C -5.3449 0.0269 -3.4537  -0.5737
C -5.1361 1.3183 -2.9172  -0.8169
C -3.9613 1.5839 -2.1772  -0.2147
H -0.8310 2.3461 -3.0813  0.6650
H 0.6784 2.3209 -2.1514  0.5215
H 0.7809 1.0452 -4.3347  0.4621
H -0.4277 -0.0570 -3.7351  0.0046
H 2.1670 -0.6536 -3.5353  0.6584
H 2.1396 0.4162 -2.1431  0.5022
H 1.7137 -2.8256 1.3239  0.2449
H 3.7534 -2.8214 2.7090  0.4177
H 5.9080 -2.0713 1.7481  0.3634
H 6.0131 -1.3305 -0.6113  0.3981
H 3.9759 -1.3115 -1.9887  0.2941
H 0.2992 -2.2048 -4.6027  0.2217
H 0.8268 -3.7448 -6.4397  0.4024
H 2.2243 -5.7460 -6.0202  0.3536
H 3.0644 -6.1990 -3.7375  0.3702
H 2.4986 -4.6775 -1.8824  0.4313
H -0.8644 4.1194 -1.5061  0.3361
H -1.5088 6.2416 -0.4487  0.3853
H -2.8194 6.2404 1.6493  0.3843
H -3.4668 4.0913 2.6934  0.4195
H -2.8103 1.9612 1.6465  0.2390
H -2.3610 -1.1550 -2.9436  -0.6389
H -4.6224 -1.9575 -3.6541  0.4038
H -6.2312 -0.1638 -4.0483  0.3681
H -5.8601 2.1044 -3.0855  0.4098
H -3.8072 2.5875 -1.7927  0.4032
C -3.3474 -1.7418 -1.1507  -1.5606
H -3.6543 -2.7343 -1.4932  0.7858
H -4.1116 -1.3510 -0.4698  0.3096
O 0.6409 -4.5618 -0.2828  -0.4387
S -0.7956 -4.7394 -0.0811  1.2897
O -1.2513 -6.0983 -0.1080  -0.6661
O -1.5246 -3.8852 -1.1628  -0.6082
O -1.2329 -3.9802 1.1551  -0.7335
Cl 2.7235 1.6093 0.7344  -0.0297
C 1.9169 2.9566 1.4729  0.6569
C 2.2968 4.2420 1.1269  -0.5360
C 1.7086 5.3215 1.7626  -0.6262
C 0.7412 5.1075 2.7321  -0.6129
C 0.3615 3.8175 3.0529  1.1914
Cl -0.9111 3.5902 4.2086  -0.1924
C 0.9346 2.6983 2.4340  -1.6172
N 0.5015 1.4071 2.7148  1.2482
C 0.7715 0.8134 3.9779  0.4014
C 1.8829 1.1818 4.7244  -0.2434
C 2.1511 0.5640 5.9366  -0.7514
C 1.3164 -0.4407 6.3967  -0.7116
C 0.2055 -0.8025 5.6469  -1.0068
C -0.0944 -0.1791 4.4430  0.5616
C -1.3755 -0.4922 3.7246  -0.9693
C -1.2568 -0.9873 2.2989  1.1205
O -0.1652 -1.2960 1.7896  -0.1113
O -2.3486 -1.0594 1.6338  -0.8236
H 3.0609 4.3817 0.3747  0.4743
H 1.9966 6.3301 1.4987  0.3870
H 0.2558 5.9362 3.2283  0.4361
H 0.6453 0.7373 1.9638  -0.5491
H 2.5474 1.9479 4.3430  0.4686
H 3.0220 0.8585 6.5087  0.4112
H 1.5232 -0.9394 7.3350  0.3953
H -0.4578 -1.5786 6.0110  0.3990
H -2.0151 0.3951 3.6960  0.1773
H -1.9270 -1.2584 4.2733  0.4301

The total charge is -1. As for the multiplicity: 5. The calculation puts the highest occupied orbital energy (spin up / spin down) at -4.49 / -5.62 eV. Its LUMO energy (spin up / spin down) is 2.226 / 1.825 eV.

=====

two.
The following is a DFT calculation (ωB97M-V/def2-TZVPD) of a structure of composition C42H38Cl2NO6RuSSb2.

Each line ends with the Mulliken charge.
CARTESIAN COORDINATES (ANGSTROEM)
Ru -0.7645 -0.5610 0.5303  1.7826
C 1.2390 2.2865 3.0721  -1.2476
C 1.8070 3.0109 1.8481  -0.2575
C 2.9220 2.2604 1.1253  -1.4635
Sb 2.4203 0.2788 0.4059  1.2758
C 4.4495 -0.2729 -0.0612  0.2731
C 4.7260 -1.6275 -0.2378  -0.6030
C 6.0057 -2.0616 -0.5556  -0.5837
C 7.0356 -1.1420 -0.6942  -0.4303
C 6.7779 0.2092 -0.5126  -0.6516
C 5.4943 0.6381 -0.1988  -0.2630
C 1.8842 0.9077 -1.5725  -0.3524
C 0.4300 0.7840 -1.9375  2.1651
C 0.0738 1.5877 -3.1524  -1.2105
C 1.0096 2.1195 -3.9761  -0.4742
C 2.3874 2.0078 -3.6752  -0.8304
C 2.7845 1.4390 -2.4456  -0.0885
Sb -0.4305 0.8744 2.8727  0.4259
C -0.2281 0.2083 4.8761  0.5955
C -0.2193 1.1137 5.9315  -0.4862
C -0.0642 0.6665 7.2371  -0.6782
C 0.0864 -0.6892 7.4922  -0.4461
C 0.0722 -1.5971 6.4421  -0.5697
C -0.0905 -1.1515 5.1376  -0.5461
C -1.9274 2.3715 3.1174  0.9701
C -1.8338 3.5664 2.4110  -0.5609
C -2.8042 4.5505 2.5477  -0.7309
C -3.8772 4.3494 3.4022  -0.4283
C -3.9760 3.1611 4.1133  -0.7013
C -3.0102 2.1749 3.9700  -0.5074
H 0.8489 3.0169 3.7852  0.4625
H 2.0386 1.7475 3.5900  0.5036
H 2.2207 3.9706 2.1805  0.4845
H 1.0183 3.2701 1.1355  0.0951
H 3.2719 2.8337 0.2637  0.6254
H 3.7703 2.1218 1.8030  0.4975
H 3.9312 -2.3575 -0.1212  0.3790
H 6.1987 -3.1187 -0.6913  0.3927
H 8.0357 -1.4770 -0.9397  0.3518
H 7.5776 0.9329 -0.6166  0.3715
H 5.3150 1.6984 -0.0614  0.3040
H 0.2692 -0.2741 -2.2150  -0.0446
H -0.9811 1.6808 -3.3872  0.3808
H 0.7026 2.6484 -4.8713  0.3855
H 3.1297 2.4179 -4.3472  0.4020
H 3.8393 1.4656 -2.1877  0.3376
H -0.3521 2.1737 5.7440  0.3050
H -0.0681 1.3775 8.0545  0.3839
H 0.2047 -1.0390 8.5106  0.3526
H 0.1762 -2.6570 6.6382  0.4055
H -0.1323 -1.8637 4.3210  0.4044
H -1.0033 3.7430 1.7356  0.2570
H -2.7218 5.4706 1.9816  0.4036
H -4.6383 5.1128 3.5089  0.3622
H -4.8176 2.9923 4.7739  0.3841
H -3.1132 1.2362 4.4970  0.4536
C -0.4902 1.0595 -0.7338  -2.2899
H -0.1802 1.9899 -0.2446  0.4173
H -1.5224 1.2290 -1.0668  0.9128
O -2.6628 -0.7861 3.2369  -0.5886
S -3.0489 -1.1534 1.8683  0.7854
O -4.3927 -1.6361 1.7485  -0.6498
O -2.7804 0.0709 0.9715  -0.8624
O -2.0228 -2.1183 1.3021  -0.6492
Cl -2.9121 -1.4131 -2.2519  -0.2678
C -3.2373 -2.8920 -3.0981  0.8318
C -4.1821 -2.8819 -4.1091  -0.7377
C -4.4858 -4.0544 -4.7802  -0.3949
C -3.8198 -5.2228 -4.4478  -0.6276
C -2.8591 -5.2111 -3.4526  1.0540
Cl -1.9921 -6.6818 -3.1395  -0.2155
C -2.5533 -4.0544 -2.7186  -1.0625
N -1.5957 -4.0432 -1.7215  0.4643
C -1.6744 -4.8920 -0.5957  0.3337
C -2.8578 -5.5360 -0.2585  -0.0769
C -2.9309 -6.3206 0.8786  -0.8337
C -1.8264 -6.4565 1.7036  -0.7094
C -0.6482 -5.8069 1.3704  -0.5050
C -0.5453 -5.0403 0.2185  0.2821
C 0.7477 -4.3288 -0.1065  -1.3223
C 0.6227 -2.8702 0.3012  0.5302
O 0.8358 -2.5193 1.4585  -0.4229
O 0.2203 -2.0422 -0.6169  -0.8799
H -4.6860 -1.9545 -4.3428  0.4310
H -5.2384 -4.0582 -5.5569  0.3563
H -4.0211 -6.1495 -4.9670  0.4138
H -1.2147 -3.1262 -1.5011  -0.3607
H -3.7399 -5.3906 -0.8705  0.5161
H -3.8680 -6.7981 1.1349  0.3697
H -1.8839 -7.0518 2.6054  0.3827
H 0.2191 -5.8900 2.0146  0.3652
H 0.9570 -4.3964 -1.1749  0.3616
H 1.5660 -4.7737 0.4581  0.6312

The total charge is -1. As for the multiplicity: 5. The calculation puts the highest occupied orbital energy (spin up / spin down) at -4.59 / -5.60 eV. Its LUMO energy (spin up / spin down) is 2.449 / 1.840 eV.

=====

Order from most stable to least stable according to the calculation: one, two

=====

one.
The following is a DFT calculation (ωB97M-V/def2-TZVPD) of an isolated molecule of C2H4Cl2FN.

Each line ends with the natural charge from an NBO analysis.
CARTESIAN COORDINATES (ANGSTROEM)
N 1.4578 -0.1740 -2.0032  -0.8142
C 1.1293 0.4904 -0.6936  -0.2922
C 0.0316 -0.0895 0.1835  0.2877
F 0.0670 -1.4198 0.1773  -0.3326
Cl 0.1971 0.4130 1.8158  0.0372
Cl -1.5703 0.2402 -0.5798  -0.0486
H 0.6535 -0.5320 -2.5341  0.3641
H 1.9686 -0.9918 -1.9050  0.3547
H 2.1241 0.5317 -0.1172  0.2224
H 0.8265 1.4790 -0.9680  0.2214

The calculation puts the highest occupied orbital energy at -10.14 eV. Its LUMO energy is 0.772 eV. As for the structure (SMILES): NCC(F)(Cl)Cl.

=====

two.
The following is a DFT calculation (ωB97M-V/def2-TZVPD) of an isolated molecule of C2H4Cl2FN.

Each line ends with the natural charge from an NBO analysis.
CARTESIAN COORDINATES (ANGSTROEM)
N 1.3943 0.0504 -0.0277  -0.8186
C 0.0163 -0.5134 -0.2110  -0.3305
C -0.9492 0.2593 0.4417  0.3297
F -0.6920 -0.1985 1.7171  -0.3367
Cl -2.6235 0.2687 -0.0540  0.0483
Cl -0.4385 2.0322 0.3421  -0.0589
H 2.1559 -0.5433 -0.3182  0.3713
H 1.5550 0.9361 -0.7339  0.3693
H 0.0351 -1.5833 0.1151  0.2413
H -0.4534 -0.7082 -1.2711  0.1849

The calculation puts the highest occupied orbital energy at -10.02 eV. Its LUMO energy is 0.679 eV. As for the structure (SMILES): NCC(F)(Cl)Cl.

=====

Order from most stable to least stable according to the calculation: one, two

=====

one.
The following is a DFT calculation (ωB97M-V/def2-TZVPD) of a structure of composition C5H10FNO.

Each line ends with the natural charge from an NBO analysis.
CARTESIAN COORDINATES (ANGSTROEM)
C 2.3386 -0.1286 -0.0047  -0.4086
C 0.0896 0.1987 0.9896  -0.2640
C -0.9970 0.5716 -0.0457  0.2944
C -2.1015 -0.3862 -0.0749  -0.0821
C 0.0949 0.3729 -1.0237  -0.2536
H 2.5404 0.9353 -0.0601  0.1720
H 2.9369 -0.7538 -0.7159  0.2096
H 2.6956 -0.3780 1.0054  0.2103
H 0.2729 1.0724 1.6456  0.2091
H -0.3234 -0.5659 1.7632  0.2006
H -2.8289 -0.1088 -0.8974  0.1819
H -2.5686 -0.1899 0.9080  0.1712
H -0.6353 -1.6769 -0.1427  0.4866
H 0.0392 -0.1304 -1.9715  0.2001
H 0.5887 1.3359 -1.2453  0.1800
N 0.9272 -0.3019 -0.1087  -0.4453
O -1.6303 -1.7197 -0.0488  -0.7235
F -1.4388 1.8531 0.0275  -0.3388

The calculation puts the highest occupied orbital energy at -9.19 eV. Its LUMO energy is 0.888 eV.

=====

two.
The following is a DFT calculation (ωB97M-V/def2-TZVPD) of an isolated molecule of C5H10FNO.

Each line ends with the natural charge from an NBO analysis.
CARTESIAN COORDINATES (ANGSTROEM)
N -1.2211 1.9260 -0.3247  -0.8409
C -1.2139 0.9235 0.7515  -0.2292
C -0.6263 -0.3536 0.1603  0.1973
C 0.7514 -0.3445 -0.4369  -0.4750
C 1.9757 -0.2398 0.4784  0.0636
F 2.9849 0.3442 -0.2446  -0.3602
C -1.2511 -1.6497 0.3534  -0.1033
O -1.5785 -0.8901 -0.7726  -0.5089
H -1.6856 2.8138 -0.0830  0.3674
H -1.8258 1.5688 -1.1005  0.3666
H -2.2033 0.6026 1.2783  0.1792
H -0.5519 1.2810 1.5859  0.1931
H 0.7027 0.5578 -1.0833  0.2514
H 0.8006 -1.2154 -1.1332  0.2207
H 2.3087 -1.1712 0.9222  0.1649
H 1.7130 0.4512 1.3393  0.1506
H -2.0671 -1.8280 1.0127  0.1830
H -0.6943 -2.5346 0.0768  0.1796

The calculation puts the highest occupied orbital energy at -9.71 eV. Its LUMO energy is 0.926 eV. As for the structure (SMILES): NC[C@@]1(CCF)CO1.

=====

Order from most stable to least stable according to the calculation: two, one